1.
Here is a cluster of 12 separate species, H24O12 in total from the OMol25 dataset. Energies are from wB97M-V/def2-TZVPD.

Its SMILES is O.O.O.O.O.O.O.O.O.O.O.O. The frontier orbital gap comes out at 10.24 eV. The relative energy (zero: lowest compared OMol25 entry of this formula, charge and spin) comes out at 87.0 kcal/mol. Its lowest unoccupied orbital energy is -0.6 eV. As for the total energy: -24957.92340 eV.

Cartesian coordinates (Å):
O 0.6133 -1.8000 2.0838
H 0.7700 -0.9463 2.4457
H 1.2219 -2.4988 1.8355
O -4.2529 1.6069 1.1441
H -3.6277 1.4451 0.4112
H -4.4050 0.7587 1.5488
O -2.4649 -2.6196 0.4573
H -2.0648 -1.8093 0.7305
H -3.3597 -2.8883 0.5782
O 4.1166 -1.3415 -1.6034
H 4.0458 -2.2535 -1.3538
H 4.5407 -0.7540 -0.9845
O -2.8704 -0.0111 -3.0658
H -3.2833 0.1461 -2.2239
H -2.0169 0.3700 -3.2534
O 3.4238 -0.7552 2.5070
H 2.9062 -0.1785 1.8767
H 3.7473 -0.0127 3.0955
O 1.9989 -3.5377 0.5013
H 1.5272 -3.0283 -0.1776
H 1.4679 -4.3462 0.4463
O -2.1302 3.7411 2.4999
H -1.2507 3.3182 2.4145
H -2.6638 2.9785 2.1152
O 1.0817 3.6364 -0.8231
H 1.8800 4.1444 -0.8582
H 0.6930 3.4733 0.0226
O 0.4071 -2.3753 -1.2199
H -0.4693 -2.0177 -1.3930
H 0.8043 -1.5488 -0.8764
O 0.7681 1.1687 -2.0154
H 0.8830 0.9033 -2.9364
H 0.7578 2.1180 -1.8685
O -1.2183 1.4766 -0.5290
H -0.4058 1.7148 -0.0821
H -1.1711 1.7225 -1.4495

***

2.
Here is a cluster of 12 separate species, H24O12 in total from the OMol25 dataset. Energies are from wB97M-V/def2-TZVPD.

Its SMILES is O.O.O.O.O.O.O.O.O.O.O.O. The frontier orbital gap comes out at 9.23 eV. The relative energy (zero: lowest compared OMol25 entry of this formula, charge and spin) comes out at 102.8 kcal/mol. Its lowest unoccupied orbital energy is -0.7 eV. As for the total energy: -24957.23752 eV.

Cartesian coordinates (Å):
H 0.3176 -0.7428 -1.5365
H -0.3558 -1.6086 -0.4844
H 1.8193 3.0379 0.9342
H 0.5850 2.5463 0.1962
H -1.4957 0.9543 0.7229
H -0.1721 0.2224 0.5740
H 0.7660 0.2739 -4.2269
H 1.1466 0.8373 -2.8676
H 3.3990 2.0187 -2.1999
H 2.6174 3.2217 -2.7019
H -5.2106 0.0339 -1.4099
H -3.9627 0.1824 -0.5550
H 0.4818 2.1108 2.6790
H 0.8047 0.7874 3.3530
H -1.4401 -0.0708 -2.3005
H -2.2625 0.8355 -1.3992
H 0.0635 -3.1960 0.5325
H -0.3506 -4.6150 0.8862
H 2.5425 -2.4817 3.4819
H 1.7625 -2.5204 2.1780
H 2.0122 0.2374 2.1122
H 2.7010 0.1832 0.7584
H -3.0400 -3.2245 2.6284
H -2.5295 -3.4070 1.2085
O 0.4702 -1.1506 -0.6766
O 1.1553 3.3172 0.2939
O -0.5454 1.0730 0.8311
O 1.1985 1.0281 -3.8109
O 3.1212 2.4601 -3.0104
O -4.7855 -0.3156 -0.6186
O 0.2041 1.1885 2.7148
O -1.8128 0.8167 -2.2515
O -0.5867 -3.8740 0.3168
O 2.2958 -1.9350 2.7274
O 2.3826 0.8025 1.4249
O -3.1225 -2.8629 1.7388

***

3.
Here is a cluster of 12 separate species, H24O12 in total from the OMol25 dataset. Energies are from wB97M-V/def2-TZVPD.

Its SMILES is O.O.O.O.O.O.O.O.O.O.O.O. The frontier orbital gap comes out at 10.86 eV. The relative energy (zero: lowest compared OMol25 entry of this formula, charge and spin) comes out at 57.8 kcal/mol. Its lowest unoccupied orbital energy is 0.0 eV. As for the total energy: -24959.18786 eV.

Cartesian coordinates (Å):
O -2.2467 -1.1902 -2.1804
H -1.9906 -0.3931 -2.6494
H -2.1527 -1.8564 -2.8691
O 4.4316 -1.9331 -1.1618
H 4.6028 -2.5783 -0.4666
H 4.2287 -2.5192 -1.8980
O -0.2737 -3.3626 -0.0741
H -0.2259 -2.5305 -0.5552
H -1.1953 -3.3410 0.2494
O 0.6780 2.8313 3.2018
H 0.1992 3.2303 2.4676
H 0.6576 1.8862 3.0324
O -1.5361 4.4396 0.9081
H -1.0484 5.2235 0.6926
H -2.4690 4.4069 0.7118
O -3.0651 2.4238 2.3922
H -3.5403 1.6793 2.7663
H -2.1752 2.4413 2.7592
O 0.0991 -0.0659 -4.6460
H 0.6048 -0.5203 -3.9624
H 0.5399 0.7333 -4.8634
O -1.0097 1.8901 0.3710
H -1.9589 1.8622 0.2368
H -0.8630 2.7013 -0.1312
O 1.5227 -0.7366 1.0285
H 0.5585 -0.7579 1.1372
H 1.6999 -1.4674 1.6425
O -2.8744 -2.8181 0.1917
H -3.2921 -2.4354 0.9586
H -3.4179 -2.8638 -0.5946
O 1.7258 -0.7015 -2.2217
H 2.2184 -1.4063 -1.7692
H 1.0013 -0.7590 -1.5757
O 3.5150 -0.5258 2.6496
H 2.9073 0.0098 2.1177
H 4.1443 -0.9966 2.1039

***

4.
Here is a cluster of 12 separate species, H24O12 in total from the OMol25 dataset. Energies are from wB97M-V/def2-TZVPD.

Its SMILES is O.O.O.O.O.O.O.O.O.O.O.O. The frontier orbital gap comes out at 9.72 eV. The relative energy (zero: lowest compared OMol25 entry of this formula, charge and spin) comes out at 95.9 kcal/mol. Its lowest unoccupied orbital energy is -0.4 eV. As for the total energy: -24957.53718 eV.

Cartesian coordinates (Å):
H 0.7833 -0.2642 -0.0823
H -0.5920 -0.3465 -0.7241
H -0.0139 0.6903 2.1213
H 1.3444 1.3724 2.1163
H -2.2315 -2.2611 2.3613
H -1.6895 -1.1776 3.2791
H 5.6563 2.6386 0.5860
H 4.3582 1.9778 0.1519
H 1.6569 -3.3285 -1.3794
H 0.9274 -2.0025 -1.2393
H -0.7107 2.7653 -0.1475
H 0.7349 3.1091 0.1717
H 1.5666 -0.1275 -2.8975
H 0.0989 -0.4930 -2.7485
H -4.1515 -1.6177 -2.3526
H -3.0447 -1.5863 -1.3114
H -3.5189 2.2399 -0.8621
H -2.4583 2.6305 0.1542
H 4.0400 -0.4066 -0.3107
H 2.6134 -0.1114 -0.7438
H 0.9822 -2.0641 0.7408
H 0.5642 -2.8517 1.9716
H -3.3114 1.2684 1.2484
H -4.2217 0.0521 1.2948
O 0.1516 0.2529 -0.5948
O 0.7323 0.8937 1.5460
O -1.4079 -1.8537 2.6525
O 5.1933 1.7933 0.5964
O 0.8631 -2.9342 -1.0008
O 0.1903 2.6275 -0.4609
O 0.9532 -0.8644 -2.9957
O -3.5858 -1.0101 -1.8630
O -2.8201 2.8842 -0.7024
O 3.3790 -0.6523 -0.9677
O 0.8662 -1.9795 1.6939
O -3.8979 0.7367 0.6986

***

5.
Here is a cluster of 12 separate species, H24O12 in total from the OMol25 dataset. Energies are from wB97M-V/def2-TZVPD.

Its SMILES is O.O.O.O.O.O.O.O.O.O.O.O. The frontier orbital gap comes out at 10.74 eV. The relative energy (zero: lowest compared OMol25 entry of this formula, charge and spin) comes out at 56.3 kcal/mol. Its lowest unoccupied orbital energy is 0.1 eV. As for the total energy: -24959.25129 eV.

Cartesian coordinates (Å):
O 0.8981 -0.7270 2.8671
H 1.7700 -0.4968 3.2867
H 0.8791 -0.4166 1.9615
O -2.2330 -0.7394 2.8249
H -1.6774 -1.5244 2.9473
H -3.0396 -0.9542 3.2403
O -0.5243 -3.6552 -1.2453
H -0.6963 -3.7306 -0.3608
H 0.1039 -3.1219 -1.6681
O 0.8280 3.3959 0.7582
H -0.0132 3.6856 1.1391
H 0.7090 2.4660 0.4831
O -0.5374 -1.0261 0.0399
H -0.2867 -0.5640 -0.7291
H -1.2913 -0.6050 0.4844
O -3.9229 1.0704 -2.0718
H -4.2270 0.1621 -1.7840
H -3.0279 1.1391 -1.7303
O 1.0011 -1.9403 -2.7960
H 0.2631 -1.2968 -3.0073
H 1.5711 -1.9341 -3.6195
O -2.4254 0.8176 0.6033
H -2.0218 0.4303 1.4559
H -3.3887 0.8983 0.7316
O 0.9999 0.9174 -2.6946
H 1.3368 0.0193 -2.6672
H 1.5696 1.5709 -2.3372
O -0.4337 -3.1522 2.4818
H -0.4208 -3.1955 1.5291
H 0.4889 -2.9024 2.6639
O 2.6516 2.9286 -1.9211
H 3.5790 3.0962 -1.7640
H 2.0961 3.6484 -1.5556
O 3.3101 1.5841 0.8411
H 2.8953 1.9792 0.0692
H 3.2172 2.1733 1.5432

***

6.
Here is a structure of composition H25O12 from the OMol25 dataset. Energies are from wB97M-V/def2-TZVPD.

The frontier orbital gap comes out at 11.10 eV. The relative energy (zero: lowest compared OMol25 entry of this formula, charge and spin) comes out at 101.1 kcal/mol. Its lowest unoccupied orbital energy is -2.7 eV. Its charge is +1. As for the total energy: -24966.64530 eV.

Cartesian coordinates (Å):
O 0.9160 -1.4050 3.7996
H -1.8898 -2.1284 -3.2986
H -0.8822 -0.9815 -1.7598
O -1.5696 -1.8260 -0.5758
H -0.7783 -1.9803 -0.1006
H 3.9882 -0.7074 -0.0539
O -0.1160 -2.9344 1.3969
H 0.2380 0.9932 -0.1264
O -0.9489 -0.0347 -2.1559
H 0.4046 -2.3744 2.0793
H 0.2016 0.2923 -2.4301
O -2.2737 1.2876 -0.3452
H -2.7570 0.5789 -0.0927
H -1.7073 1.4855 0.3601
O -0.6335 0.3806 1.6209
H -0.9862 -0.4106 2.1746
H 0.0397 0.6575 2.4161
O 3.5228 -0.1167 0.4454
H -0.3807 -3.6650 1.9916
H -0.7783 3.3571 -1.8741
O -1.4118 -2.8956 -2.8313
H -0.8202 -3.1400 -3.6236
H -1.7924 -2.7340 -0.7903
O 0.6282 0.2816 -0.5470
H 0.5940 -2.1343 4.4170
H 1.3493 0.1449 0.1947
O 0.3991 2.5167 2.8226
H 0.7589 3.0133 3.4370
H 0.5816 2.8587 2.0195
O -0.5461 3.6360 -1.1060
H -1.2246 0.5852 -1.4022
H 0.3528 -0.7528 3.8755
O 1.3319 0.6104 -3.1621
H 4.0918 0.6360 0.4785
H 1.7786 0.9725 -2.3088
H -1.1101 4.5159 -1.1859
H 1.4298 1.4172 -3.7591